# 1
{
  "formula": "C4H5NO3",
  "method": "wB97M-V/def2-TZVPD",
  "symbols": ["C", "O", "H", "O", "H", "N", "C", "O", "H", "H", "C", "H", "C"],
  "xyz": [[-0.320785, -0.079051, 1.142188], [0.447662, -1.891834, -0.667083], [-0.539649, 0.307655, -2.337903], [-0.683497, -0.182576, 2.310981], [1.761482, -0.545436, -0.106322], [-0.273503, 1.091677, 0.574606], [-0.311092, -0.810122, -0.181379], [-0.247689, 1.520329, -0.629534], [-1.023711, -0.663009, -0.913277], [-0.162900, 1.772849, 1.447369], [0.436403, 0.539464, -1.657692], [1.301472, 1.142473, -2.176294], [0.936476, -0.520896, -0.644904]],
  "forces_ev_per_angstrom": [[-4.226, -2.157, -0.250], [0.326, 0.077, -0.149], [3.173, 0.155, 1.264], [1.544, -0.908, -0.324], [3.668, 1.111, 2.399], [0.760, 4.860, 8.316], [-1.402, -4.639, 4.813], [0.923, 0.918, -5.378], [-2.366, 0.653, -0.018], [-0.379, -0.656, -2.947], [1.423, 1.844, -1.029], [-2.037, -0.877, 0.813], [-1.408, -0.381, -7.507]],
  "multiplicity": 1,
  "fmax_ev_per_a": 9.66,
  "charge": 0,
  "energy_ev": -11853.38936,
  "smiles": "O=C1NOC[C@@H]2O[C@@H]12",
  "homo_ev": -9.051
}

=====

# 2
{
  "formula": "C4H5NO3",
  "method": "wB97M-V/def2-TZVPD",
  "symbols": ["H", "H", "C", "O", "H", "C", "N", "C", "O", "C", "O", "H", "H"],
  "xyz": [[1.128118, 2.172491, 0.108588], [-0.177814, 3.005720, -0.771079], [0.100643, -0.670821, 0.311763], [0.419416, -0.188223, 1.591817], [-0.225799, -2.821138, 1.009976], [0.008424, 2.002091, -0.226559], [0.102413, -2.348290, -1.318538], [0.071601, -2.020655, 0.054180], [-0.029453, 1.187556, -1.261704], [0.038307, -0.058464, -0.894339], [0.013527, -1.122596, -1.850196], [-0.513459, 1.745513, 0.802883], [-0.935925, -0.883184, 2.443208]],
  "forces_ev_per_angstrom": [[-1.783, -0.572, -0.378], [-0.487, -1.152, 1.860], [1.242, 0.989, 2.367], [-4.509, -2.237, 0.321], [1.496, 2.118, -3.333], [2.409, 5.939, 3.845], [-0.966, 0.958, 5.966], [-0.977, -5.560, -0.748], [-0.506, -3.483, -3.343], [-0.150, -3.712, -1.242], [0.488, 4.299, -0.855], [0.338, 0.497, -2.695], [3.405, 1.915, -1.766]],
  "multiplicity": 1,
  "fmax_ev_per_a": 7.47,
  "charge": 0,
  "energy_ev": -11852.82008,
  "homo_ev": -8.907
}

=====

# 3
{
  "formula": "C4H5NO3",
  "method": "wB97M-V/def2-TZVPD",
  "symbols": ["O", "H", "O", "C", "H", "O", "N", "C", "C", "H", "C", "H", "H"],
  "xyz": [[-1.247782, -0.875214, 0.876379], [-2.162540, 1.578069, 0.735083], [-2.400615, 0.819451, 0.030092], [0.743847, 0.267601, -0.699375], [-0.071210, 0.321380, -1.436123], [2.043494, -1.130492, 0.660723], [1.741764, 2.218701, 0.623703], [1.244934, -0.976336, -0.455933], [1.256176, 1.386384, 0.005903], [1.110771, -1.926170, -0.938894], [-1.999696, -0.418665, 0.117551], [-2.333845, -0.824408, -0.843839], [2.074699, -0.440295, 1.324733]],
  "forces_ev_per_angstrom": [[1.250, -1.727, 2.577], [-0.298, -3.152, -1.785], [-0.820, 4.795, 1.657], [-0.204, -1.935, -1.594], [0.780, 0.568, 0.238], [0.026, -1.779, -1.526], [0.297, 0.755, 0.494], [1.107, 2.612, 3.113], [-0.650, -0.855, -0.408], [-0.382, 0.088, -0.321], [-0.368, 0.869, -2.238], [-0.309, -0.962, 0.155], [-0.428, 0.722, -0.361]],
  "multiplicity": 1,
  "fmax_ev_per_a": 5.14,
  "charge": 0,
  "energy_ev": -11859.64034,
  "smiles": "N#C/C=C\\O.O=CO",
  "homo_ev": -9.439
}

=====

# 4
{
  "formula": "C4H5NO3",
  "method": "wB97M-V/def2-TZVPD",
  "symbols": ["C", "C", "H", "O", "C", "H", "H", "H", "N", "C", "O", "O", "H"],
  "xyz": [[0.081749, 0.690958, -0.960000], [-1.162618, -1.374165, -0.294510], [-1.528381, -2.324703, -0.788745], [-0.517663, -0.656727, -1.250557], [-1.135223, 1.450602, -0.362664], [0.299930, 1.063985, -2.026438], [0.308683, 0.080536, 1.535796], [2.216849, 1.108722, 1.159965], [-1.832733, 1.893739, 0.512769], [1.522713, 0.000391, 1.010133], [1.243674, 0.377810, -0.478862], [-1.470954, -1.016148, 0.929679], [1.973968, -1.295002, 1.013431]],
  "forces_ev_per_angstrom": [[-2.615, -1.342, -3.330], [-1.878, 1.778, 3.927], [0.472, 0.836, 0.850], [-1.532, -0.809, 0.830], [-0.747, 1.653, 5.253], [-0.694, -0.232, 1.639], [4.168, -0.431, -1.192], [-1.619, -4.294, 0.630], [2.924, -1.709, -4.627], [-2.011, 1.305, -0.750], [2.629, 0.500, 3.055], [2.067, -1.976, -6.398], [-1.165, 4.723, 0.111]],
  "multiplicity": 1,
  "fmax_ev_per_a": 7.01,
  "charge": 0,
  "energy_ev": -11855.78024,
  "homo_ev": -10.622
}

=====

One value per record, in order, for energy relative to the best compared isomer or geometry (same formula, charge and spin): 830.9; 885.8; 227.8; 600.2 kJ/mol.